1.
Below is 2 unconnected molecules or ions with the total composition C4H6P2, with properties calculated with the ωB97M-V functional and the def2-TZVPD basis.

Structure (XYZ):
```
12
Properties=species:S:1:pos:R:3:mulliken_charge:R:1
C 1.37 -0.18 0.21 -0.5381
C 0.77 1.18 0.41 -0.2728
C 0.02 -0.59 -0.57 -0.1159
C -0.34 0.88 -0.30 -0.1314
P -2.15 0.83 -0.23 -0.1554
P -1.53 -1.26 0.24 -0.1062
H 2.29 -0.12 -0.49 0.2154
H 1.72 -0.52 1.16 0.3359
H 1.24 1.80 1.13 0.4053
H 0.42 -1.24 -1.93 0.2488
H -2.04 1.17 1.27 0.0658
H -1.76 -1.93 -0.90 0.0485
```

Output
- highest occupied orbital energy (eV) = -8.2
- LUMO level (eV) = 0.49
- HOMO-LUMO gap (Ha) = 0.31864
- molecular weight (g mol⁻¹) = 116.0
- total energy (a.u.) = -838.506800

---

2.
Below is a molecular structure, C4H6S, with properties calculated with the ωB97M-V functional and the def2-TZVPD basis.

Structure (XYZ):
```
11
Properties=species:S:1:pos:R:3:mulliken_charge:R:1
C -2.71 0.25 0.01 -0.4815
C -1.35 0.41 0.06 -0.0366
C 1.39 0.45 -0.20 -0.0840
C 2.70 0.24 0.12 -0.4237
H -3.28 -0.80 -0.19 0.1956
H -3.51 1.07 0.39 0.2005
H -0.83 1.39 0.33 0.1536
H 1.01 1.58 -0.45 0.1826
H 3.78 0.67 0.01 0.2925
H 2.23 -0.83 0.81 0.0804
S 0.02 -0.70 -0.05 -0.0794
```

Output
- highest occupied orbital energy (eV) = -8.4
- LUMO level (eV) = 1.03
- HOMO-LUMO gap (Ha) = 0.34590
- molecular weight (g mol⁻¹) = 86.2
- total energy (a.u.) = -554.020318

---

3.
Below is C4H6S in the gas phase, with properties calculated with the ωB97M-V functional and the def2-TZVPD basis.

Structure (XYZ):
```
11
Properties=species:S:1:pos:R:3:mulliken_charge:R:1
C -0.37 2.55 0.17 -0.5911
C -0.17 1.18 0.55 -0.1649
C 0.18 -1.25 -0.19 -0.2878
C 0.25 -2.61 -0.15 -0.3878
H -0.97 2.96 -0.67 0.2704
H 0.49 3.33 0.32 0.2120
H 0.34 0.95 1.51 0.3393
H 1.09 -0.96 -0.79 0.2343
H 1.04 -2.88 -1.08 0.1884
H -0.60 -3.20 0.32 0.2739
S -1.28 -0.06 0.02 -0.0865
```

Output
- highest occupied orbital energy (eV) = -8.6
- structure (SMILES) = C=CSC=C
- LUMO level (eV) = 0.62
- HOMO-LUMO gap (Ha) = 0.33736
- molecular weight (g mol⁻¹) = 86.2
- total energy (a.u.) = -554.051941

---

4.
Below is C4H6S in the gas phase, with properties calculated with the ωB97M-V functional and the def2-TZVPD basis.

Structure (XYZ):
```
11
Properties=species:S:1:pos:R:3:mulliken_charge:R:1
C 1.22 -0.20 0.63 -0.3779
C -0.06 -0.89 0.81 -0.5026
C -0.76 0.71 -1.24 -0.7970
C -0.13 0.35 0.06 0.4646
S -1.27 1.77 0.16 -0.1824
H 1.67 0.46 1.39 0.2140
H 1.99 -0.60 -0.06 0.2177
H -0.42 -1.80 0.22 0.1872
H -0.68 -1.05 1.70 0.2247
H -0.02 1.08 -2.07 0.2183
H -1.53 0.16 -1.60 0.3332
```

Output
- highest occupied orbital energy (eV) = -8.6
- structure (SMILES) = C1CC12CS2
- LUMO level (eV) = 0.97
- HOMO-LUMO gap (Ha) = 0.35015
- molecular weight (g mol⁻¹) = 86.2
- total energy (a.u.) = -554.101507

---

5.
Below is C4H6S2 in the gas phase, with properties calculated with the ωB97M-V functional and the def2-TZVPD basis.

Structure (XYZ):
```
12
Properties=species:S:1:pos:R:3:mulliken_charge:R:1
C -1.83 -1.35 0.85 -0.9491
C 0.19 0.21 -0.13 0.3548
C 0.73 1.35 -0.95 -0.1867
C 2.01 1.65 -1.17 -0.6851
H -1.25 -2.23 0.68 0.3437
H -1.64 -0.99 1.83 0.3527
H -2.92 -1.62 0.81 0.3135
H -0.01 1.98 -1.42 0.2289
H 2.81 1.02 -0.75 0.2223
H 2.33 2.46 -1.81 0.2690
S -1.48 -0.09 -0.42 -0.0037
S 1.11 -0.65 0.99 -0.2604
```

Output
- highest occupied orbital energy (eV) = -8.6
- structure (SMILES) = C=CC(=S)SC
- LUMO level (eV) = -0.59
- HOMO-LUMO gap (Ha) = 0.29512
- molecular weight (g mol⁻¹) = 118.2
- total energy (a.u.) = -952.347498

---

6.
Below is C4H6S2 in the gas phase, with properties calculated with the ωB97M-V functional and the def2-TZVPD basis.

Structure (XYZ):
```
12
Properties=species:S:1:pos:R:3:mulliken_charge:R:1
C -0.01 0.00 1.12 -0.1016
C -0.53 -0.13 -0.25 0.1519
C 0.75 0.70 0.06 -0.2302
C -0.26 -1.51 -1.02 -1.0791
S -0.97 0.86 2.86 -0.2235
S 0.97 2.48 0.03 -0.2192
H -1.58 0.26 -0.51 0.3159
H 1.66 0.09 -0.21 0.2741
H 0.63 -2.02 -0.73 0.3590
H -0.24 -1.30 -2.14 0.2877
H -1.17 -2.16 -0.69 0.2957
H 0.75 2.74 1.48 0.1694
```

Output
- highest occupied orbital energy (spin up / spin down) (eV) = -8.8 / -8.8
- structure (SMILES) = C[C@H]1C(=S)[C@@H]1S
- LUMO level (spin up / spin down) (eV) = -2.20 / -2.17
- HOMO-LUMO gap (spin up / spin down) (Ha) = 0.24190 / 0.24341
- molecular weight (g mol⁻¹) = 118.2
- total energy (a.u.) = -952.175133

---

7.
Below is 2 unconnected molecules or ions with the total composition C4H6S2, with properties calculated with the ωB97M-V functional and the def2-TZVPD basis.

Structure (XYZ):
```
12
Properties=species:S:1:pos:R:3:mulliken_charge:R:1
C -0.73 -1.25 -0.12 0.1567
C -1.03 -0.29 0.57 0.8592
C -0.20 -2.31 -0.84 -0.7264
C -1.42 0.79 1.47 -1.3661
S 1.95 1.98 -1.62 -0.2933
S 1.31 -2.39 -1.49 -0.1921
H 2.48 1.47 -0.37 0.1518
H -0.86 -3.14 -0.78 0.2900
H -1.31 1.76 1.10 0.3419
H -0.95 0.72 2.44 0.3004
H -2.43 0.72 1.65 0.3435
H 3.20 1.94 -2.02 0.1344
```

Output
- highest occupied orbital energy (eV) = -8.8
- structure (SMILES) = CC#CC=S.S
- LUMO level (eV) = -0.82
- HOMO-LUMO gap (Ha) = 0.29206
- molecular weight (g mol⁻¹) = 118.2
- total energy (a.u.) = -952.273544

---

8.
Below is C4H6S2 in the gas phase, with properties calculated with the ωB97M-V functional and the def2-TZVPD basis.

Structure (XYZ):
```
12
Properties=species:S:1:pos:R:3:mulliken_charge:R:1
C -0.57 1.34 -0.17 -0.6237
C -0.63 -1.32 -0.07 -0.6608
C 0.78 -0.76 0.23 -0.3774
C 0.78 0.73 0.21 -0.3243
H -1.04 1.61 0.80 0.3002
H -0.43 2.24 -0.82 0.3633
H -1.20 -1.55 0.78 0.3616
H -0.62 -2.17 -0.75 0.3482
H 1.42 -1.32 0.85 0.4906
H 1.30 1.28 1.06 0.3866
S -1.49 -0.03 -1.00 -0.1557
S 1.72 -0.05 -1.13 -0.1084
```

Output
- highest occupied orbital energy (eV) = -8.5
- structure (SMILES) = C1SC[C@H]2S[C@@H]12
- LUMO level (eV) = 0.89
- HOMO-LUMO gap (Ha) = 0.34363
- molecular weight (g mol⁻¹) = 118.2
- total energy (a.u.) = -952.361832

---

9.
Below is a molecular structure, C4H6S3, with properties calculated with the ωB97M-V functional and the def2-TZVPD basis.

Structure (XYZ):
```
13
Properties=species:S:1:pos:R:3:mulliken_charge:R:1
C -1.71 0.39 0.72 -0.6869
C -0.23 0.38 0.19 0.5315
C 2.29 -0.18 -0.12 -0.0531
C 3.58 -0.83 -0.16 -0.5599
H -2.35 -2.32 0.19 0.1526
H -1.81 0.23 1.98 0.2842
H -2.06 1.65 0.45 0.3197
H 1.86 1.13 -0.50 0.1912
H 3.93 -1.80 0.43 0.2381
H 4.37 -0.05 -0.55 0.2044
S -2.73 -0.80 -0.40 -0.2004
S 0.20 1.94 -0.15 -0.3935
S 0.81 -0.98 0.19 -0.0279
```

Output
- highest occupied orbital energy (eV) = -8.4
- LUMO level (eV) = -0.79
- HOMO-LUMO gap (Ha) = 0.28062
- molecular weight (g mol⁻¹) = 150.3
- total energy (a.u.) = -1350.357123

---

10.
Below is C4H6S4 in the gas phase, with properties calculated with the ωB97M-V functional and the def2-TZVPD basis.

Structure (XYZ):
```
14
Properties=species:S:1:pos:R:3:mulliken_charge:R:1
C 0.34 2.18 -1.43 -0.7811
C -0.31 1.56 -0.45 -0.3167
C -0.46 0.12 -0.39 0.5079
C -0.29 -0.61 0.74 -0.0549
S 1.39 -3.44 1.00 -0.1423
S -0.60 -0.81 -1.89 -0.1988
S -0.02 0.21 2.28 -0.2352
S -0.43 -2.41 0.76 -0.1500
H 0.49 3.24 -1.44 0.2621
H 0.80 1.62 -2.24 0.2905
H -0.70 2.11 0.39 0.3837
H -0.85 0.24 -2.68 0.1361
H -0.76 -0.63 3.01 0.1382
H 1.41 -3.38 2.35 0.1606
```

Output
- highest occupied orbital energy (eV) = -8.2
- structure (SMILES) = C=C/C(S)=C(\S)SS
- LUMO level (eV) = -0.21
- HOMO-LUMO gap (Ha) = 0.29234
- molecular weight (g mol⁻¹) = 182.4
- total energy (a.u.) = -1748.712365

---

11.
Below is a molecular structure, C4H6Se, with properties calculated with the ωB97M-V functional and the def2-TZVPD basis.

Structure (XYZ):
```
11
Properties=species:S:1:pos:R:3:mulliken_charge:R:1
C -1.02 -0.01 -0.05 0.0699
C -0.24 -0.88 0.50 -0.4000
C -0.59 1.40 -0.29 -0.7429
C 1.51 0.01 0.91 -0.8751
Se 1.47 1.30 -0.59 0.0067
H -2.10 -0.34 -0.48 0.2063
H -0.22 -1.99 0.64 0.3159
H -1.20 1.88 -1.14 0.3479
H -0.72 2.12 0.52 0.3189
H 1.66 0.37 1.84 0.3882
H 2.20 -0.76 0.70 0.3641
```

Output
- highest occupied orbital energy (eV) = -8.3
- LUMO level (eV) = 0.73
- HOMO-LUMO gap (Ha) = 0.33295
- molecular weight (g mol⁻¹) = 133.1
- total energy (a.u.) = -2557.320656

---

12.
Below is C4H6Si in the gas phase, with properties calculated with the ωB97M-V functional and the def2-TZVPD basis.

Structure (XYZ):
```
11
Properties=species:S:1:pos:R:3:mulliken_charge:R:1
C 0.34 -0.10 3.45 -0.3798
C 0.07 -0.82 2.49 -0.1396
C -0.05 -0.99 1.08 -0.2456
C -0.17 0.38 0.24 -0.4052
Si 0.05 0.39 -1.57 0.4043
H 0.41 -0.02 4.51 0.3368
H 0.17 -1.86 0.63 0.4275
H 0.03 1.15 0.98 0.3657
H 1.07 -0.71 -1.95 -0.1127
H 0.44 1.83 -2.03 -0.1089
H -0.99 0.00 -2.32 -0.1424
```

Output
- highest occupied orbital energy (spin up / spin down) (eV) = -8.7 / -8.7
- structure (SMILES) = C#C/C=C/[SiH3]
- LUMO level (spin up / spin down) (eV) = -0.72 / -0.72
- HOMO-LUMO gap (spin up / spin down) (Ha) = 0.29459 / 0.29478
- molecular weight (g mol⁻¹) = 82.2
- total energy (a.u.) = -445.302698

---

13.
Below is 33 unconnected molecules or ions with the total composition C4H74NO32, with properties calculated with the ωB97M-V functional and the def2-TZVPD basis.

Structure (XYZ):
```
111
Properties=species:S:1:pos:R:3:mulliken_charge:R:1
C 3.57 -1.66 1.09 -0.6503
C 2.88 -0.18 0.95 0.0359
C 1.35 -0.17 0.35 1.7521
C 0.28 -0.92 1.37 -0.1155
N -0.32 -2.09 0.60 -0.3988
H 3.34 -2.36 0.19 -0.3813
H 4.73 -1.49 1.14 0.1283
H 3.53 0.48 0.19 -0.0528
H 2.83 0.29 2.03 0.0891
H 0.93 0.94 0.22 -0.2140
H 1.36 -0.68 -0.73 -0.9759
H 0.79 -1.31 2.36 0.3823
H -0.62 -0.23 1.69 -0.2900
H -0.51 -1.79 -0.41 0.1029
H 0.32 -2.91 0.64 0.1843
O -0.77 -5.40 1.36 -0.7034
H -0.53 -4.48 1.21 0.3728
H -1.16 -5.68 0.51 0.2460
O -0.39 2.22 1.59 -0.6173
H -1.00 2.36 0.85 0.2501
H -0.88 1.65 2.19 0.1692
O 1.49 4.31 0.43 -0.5870
H 2.36 4.39 0.85 0.2281
H 1.07 3.57 0.89 0.3810
O 1.66 0.66 -2.63 -0.4099
H 2.33 1.31 -2.40 0.2172
H 0.95 1.19 -3.02 0.2064
O -1.12 6.04 0.17 -0.6241
H -0.27 5.59 0.09 0.3523
H -1.77 5.33 0.19 0.2950
O 5.77 1.36 0.67 -0.6418
H 5.67 0.41 0.47 0.2588
H 6.04 1.37 1.60 0.3020
O -3.40 2.30 1.15 -0.5042
H -4.01 2.45 0.41 0.2375
H -3.90 1.74 1.75 0.3023
O 0.63 -2.12 -2.13 -0.4620
H 0.88 -1.19 -2.28 0.0147
H 0.25 -2.40 -2.98 0.2382
O -0.13 2.10 4.92 -0.6068
H -0.74 2.60 5.47 0.3073
H -0.07 2.61 4.10 0.2728
O 1.19 -4.49 3.64 -0.6169
H 0.48 -4.83 3.08 0.3349
H 1.88 -5.17 3.58 0.2974
O 4.02 -1.86 -2.68 -0.6756
H 3.28 -1.24 -2.74 0.2854
H 4.36 -1.73 -1.79 0.2955
O 5.32 -3.62 -0.08 -0.5523
H 6.17 -4.07 -0.16 0.2320
H 4.67 -4.34 -0.06 0.2737
O 4.10 2.66 -2.11 -0.5867
H 4.76 3.24 -1.69 0.2700
H 4.60 2.19 -2.79 0.2873
O -0.16 -3.12 -5.22 -0.4667
H 0.15 -2.76 -6.06 0.3024
H -0.03 -4.08 -5.32 0.1941
O -0.57 -5.13 -1.24 -0.5578
H -0.32 -4.21 -1.38 0.2403
H -0.95 -5.41 -2.08 0.2964
O -3.30 -2.09 1.17 -0.7192
H -2.34 -2.04 1.04 0.4927
H -3.41 -2.01 2.13 0.2909
O 8.00 1.05 2.41 -0.5933
H 8.66 1.62 2.82 0.2855
H 8.50 0.57 1.72 0.3037
O -1.43 8.31 2.47 -0.8213
H -2.08 8.87 2.01 0.3338
H -1.04 7.78 1.77 0.3617
O -3.18 -6.42 -2.18 -0.6678
H -3.92 -5.80 -2.25 0.3151
H -2.84 -6.29 -1.29 0.3461
O -0.18 -3.41 -8.06 -0.5788
H -0.09 -4.29 -8.45 0.2794
H -0.68 -2.91 -8.71 0.2886
O 2.76 -5.57 -0.55 -0.5575
H 2.14 -5.42 -1.29 0.2787
H 2.26 -6.13 0.06 0.2849
O 0.89 9.68 3.44 -0.6463
H 0.18 9.34 2.88 0.3579
H 1.58 9.00 3.39 0.3207
O -4.03 3.08 4.06 -0.6172
H -4.64 3.59 4.61 0.2990
H -3.97 3.59 3.24 0.3195
O -6.34 -6.45 -2.72 -0.6174
H -7.05 -6.79 -3.28 0.3167
H -5.65 -7.13 -2.78 0.3101
O 1.52 6.27 2.96 -0.5999
H 0.91 6.41 2.22 0.2520
H 1.02 5.70 3.57 0.3193
O -8.74 -5.17 -4.16 -0.6242
H -8.06 -4.52 -3.92 0.3231
H -9.45 -4.63 -4.54 0.2975
O 2.07 -1.66 -5.82 -0.6515
H 3.03 -1.61 -5.95 0.2949
H 1.96 -1.58 -4.86 0.3832
O -6.58 3.52 5.97 -0.6192
H -7.19 3.67 5.23 0.3195
H -7.08 2.95 6.58 0.3080
O 4.28 4.36 2.76 -0.5854
H 3.55 4.99 2.69 0.3201
H 4.63 4.49 3.65 0.2821
O -4.00 -1.35 -1.74 -0.6439
H -4.11 -2.29 -1.94 0.3335
H -3.74 -1.33 -0.80 0.3283
O -3.93 7.68 3.41 -0.6691
H -2.97 7.73 3.28 0.4361
H -4.04 7.76 4.37 0.3313
O -3.03 -2.50 -4.48 -0.6394
H -2.07 -2.45 -4.61 0.3049
H -3.14 -2.42 -3.52 0.2875
```

Output
- highest occupied orbital energy (eV) = -0.9
- LUMO level (eV) = 1.48
- HOMO-LUMO gap (Ha) = 0.08851
- molecular weight (g mol⁻¹) = 648.6
- total charge = -1
- total energy (a.u.) = -2659.062999